The following is a DFT calculation (ωB97M-V/def2-TZVPD) of a single C20H24N4O4S2 molecule at a distorted geometry.

```
54
C20H24N4O4S2 ωB97M-V/def2-TZVPD
C 2.918 0.450 -5.296
O 1.530 0.532 -5.079
C 1.007 -0.092 -3.985
C -0.379 -0.032 -3.843
C -1.011 -0.622 -2.770
C -0.278 -1.272 -1.776
N -0.912 -1.856 -0.667
C -0.238 -2.925 0.036
C 0.976 -2.497 0.869
O 1.942 -3.210 1.038
N 0.847 -1.266 1.398
C 1.876 -0.582 2.143
C 2.042 0.809 1.626
C 1.918 1.246 0.342
C 2.123 2.638 0.213
C 2.394 3.238 1.400
S 2.396 2.115 2.703
S -2.346 -1.291 0.022
O -3.223 -0.790 -0.994
O -2.827 -2.343 0.865
C -1.885 0.078 1.047
C -1.768 0.111 2.461
C -1.909 -1.012 3.420
N -1.476 1.336 2.848
N -1.414 2.093 1.749
C -1.136 3.496 1.863
C -1.665 1.386 0.631
C -1.682 1.979 -0.724
C 1.103 -1.356 -1.938
C 1.739 -0.778 -3.026
H 3.482 0.919 -4.483
H 3.246 -0.588 -5.413
H 3.104 0.992 -6.222
H -0.952 0.472 -4.604
H -2.084 -0.592 -2.702
H 0.088 -3.695 -0.671
H -0.977 -3.367 0.708
H 0.002 -0.746 1.202
H 1.622 -0.548 3.210
H 2.795 -1.169 2.029
H 1.697 0.597 -0.487
H 2.077 3.162 -0.726
H 2.600 4.271 1.594
H -2.148 -0.618 4.404
H -0.977 -1.574 3.488
H -2.686 -1.690 3.080
H -0.898 3.693 2.906
H -0.288 3.769 1.234
H -2.007 4.087 1.575
H -2.300 1.363 -1.371
H -0.676 2.020 -1.142
H -2.084 2.990 -0.695
H 1.713 -1.889 -1.227
H 2.811 -0.877 -3.103
```

## Properties
M = 448.570 Da
SMILES string = COc1ccc(N(CC(=O)NCc2cccs2)S(=O)(=O)c2c(C)nn(C)c2C)cc1
orbital gap = 8.75 eV
highest occupied orbital energy = -8.25 eV
total energy = -2092.87281 a.u.